Arrangement A

2 unconnected molecules or ions with the total composition C2H10N3, computed with the ωB97M-V functional and the def2-TZVPD basis.

Geometry (Å):
C  -0.5980  1.3354  -1.5741
C  0.7309  -1.0255  1.4060
N  -0.6234  -1.0573  1.2280
N  1.3647  0.3621  -0.0450
N  0.0975  0.3175  -0.7671
H  -1.3302  0.6627  -2.1942
H  -1.0260  2.0125  -0.9010
H  0.0952  1.7721  -2.2513
H  1.2084  -0.6484  2.3207
H  1.3548  -1.8952  0.9423
H  -1.2477  -0.5801  1.8688
H  -1.1229  -1.6688  0.5847
H  1.3863  0.9841  0.7582
H  -0.5949  -0.0044  -0.0527
H  0.3054  -0.5667  -1.3234

Output
Charge: +1
Kohn-Sham gap, eV: 10.7

Arrangement B

A gas-phase ion, C2H10N3 (charge +1), computed with the ωB97M-V functional and the def2-TZVPD basis.

Geometry (Å):
C  1.0296  0.8093  -0.3563
N  0.7169  2.0917  -0.8609
H  1.2472  0.0889  -1.1468
H  1.8321  0.8086  0.3897
H  1.0104  2.9225  -0.3627
H  1.1134  2.1554  -1.7893
N  -0.2112  0.1958  0.3179
C  -0.1495  -1.3007  0.6326
N  -1.4064  -1.8319  0.1916
H  -0.9812  0.3255  -0.3429
H  -0.3452  0.7296  1.1732
H  0.7398  -1.7128  0.1558
H  0.0189  -1.3570  1.7206
H  -2.1720  -1.5483  0.7875
H  -1.3560  -2.8367  0.3489

Output
Charge: +1
SMILES: NC[NH2+]CN
Kohn-Sham gap, eV: 11.5

Arrangement C

2 unconnected molecules or ions with the total composition C2H10N3, computed with the ωB97M-V functional and the def2-TZVPD basis.

Geometry (Å):
C  2.3335  0.0960  0.6237
C  -1.4009  -0.7705  -0.2186
N  -1.8806  0.3278  0.4543
N  -0.3493  -0.2370  -1.0998
N  0.3198  0.8506  -0.7156
H  2.1266  -0.6968  -0.0157
H  3.1058  0.8369  0.2385
H  1.7533  0.3182  1.5310
H  -0.9580  -1.3425  0.4772
H  -2.0485  -1.3778  -0.7531
H  -2.3325  0.1692  1.3961
H  -2.6804  0.7521  0.0636
H  -0.4588  -0.4368  -2.0794
H  -0.1237  1.4656  -0.0066
H  1.0111  1.2398  -1.3297

Output
Charge: +1
Kohn-Sham gap (spin up / spin down), eV: 7.1 / 10.1

Relative to the most stable structure, the computed energies are arrangement A 78.1; arrangement B 0.0; arrangement C 100.9, all in kcal/mol.

Arrangement A

2 unconnected molecules or ions with the total composition C2H10N3, computed with the ωB97M-V functional and the def2-TZVPD basis.

Geometry (Å):
C  -2.1731  -0.4220  -0.7178
N  -1.0179  -1.2362  -0.1931
H  -1.8047  0.1870  -1.5392
H  -2.5783  0.1318  0.1220
H  -2.9404  -1.0793  -1.1145
H  -1.3080  -1.7150  0.6607
H  -0.8901  -1.9531  -0.9004
H  0.4254  1.3515  1.5491
N  1.5092  -0.0971  -0.3039
C  1.9995  0.8764  0.3976
N  1.3380  1.6318  1.2451
H  2.0323  -0.5415  -1.0426
H  0.5209  -0.5467  -0.1647
H  3.0442  1.0950  0.2196
H  1.8431  2.3174  1.7821

Output
Charge: +1
Kohn-Sham gap, eV: 11.3

Arrangement B

A molecular structure, C2H10N3, computed with the ωB97M-V functional and the def2-TZVPD basis.

Geometry (Å):
C  -0.4161  -1.6327  -0.1036
N  -0.1525  1.2113  0.3531
C  -1.3515  0.5331  -0.1710
N  -1.4882  -0.6858  -0.3748
H  0.3764  -1.5308  -0.8482
H  -0.8141  -2.6386  -0.1650
H  0.0203  -1.4731  0.8874
H  -0.1551  2.1745  0.0221
H  -0.2547  1.2797  1.3664
H  -2.1555  1.2448  -0.3361
N  2.2970  0.3487  0.0697
H  3.0093  1.0148  0.3607
H  1.0664  0.7568  0.1720
H  2.5087  0.0963  -0.8902
H  2.4548  -0.4952  0.6175

Output
Charge: +1
Kohn-Sham gap, eV: 10.7

Arrangement C

2 unconnected molecules or ions with the total composition C2H10N3, computed with the ωB97M-V functional and the def2-TZVPD basis.

Geometry (Å):
C  0.4725  -1.8185  -1.4103
N  0.3334  -1.5854  0.0282
H  0.3329  -2.8607  -1.6874
H  -0.2672  -1.2400  -1.9690
H  1.4519  -1.5575  -1.7821
H  1.1793  -1.8149  0.5411
H  -0.3114  -2.2672  0.4240
H  -0.3329  0.1425  1.3700
N  -0.4136  1.8860  -0.3701
C  -0.4249  2.0682  0.9235
N  -0.4805  1.0731  1.7664
H  -0.3418  2.6540  -1.0247
H  -0.5948  0.9999  -0.8267
H  -0.3143  3.0880  1.2743
H  -0.2886  1.2326  2.7429

Output
Charge: +1
Kohn-Sham gap, eV: 10.3

Relative to the most stable structure, the computed energies are arrangement A 0.0; arrangement B 26.7; arrangement C 2.6, all in kcal/mol.

Arrangement A

8 unconnected molecules or ions with the total composition C4H20O9, computed with the ωB97M-V functional and the def2-TZVPD basis.

Geometry (Å):
C  0.5263  -0.7814  1.2075
C  1.5926  0.2710  1.5705
C  2.0103  0.5377  3.0255
O  2.6908  1.5378  3.1194
C  -0.6400  -0.2573  2.0423
O  -1.6498  0.1360  1.4990
H  0.7634  -1.8110  1.4459
H  0.0431  -0.5872  0.2193
H  1.4434  1.2647  1.1586
H  2.5698  -0.0724  1.2076
H  1.9047  -0.1314  3.8852
H  -0.5901  -0.3722  3.1278
H  -0.5403  -2.3855  -2.9973
H  -1.4603  -1.5532  -3.7121
O  -1.4946  -2.3764  -3.1806
H  1.2163  1.2785  -0.6389
H  1.4902  2.7034  -1.1300
O  1.8544  1.8195  -1.1235
H  -0.9586  0.7393  -0.3910
H  -1.2659  -0.3189  -1.2530
O  -0.7064  0.4841  -1.3005
H  -0.7324  0.8326  -4.5112
H  -0.9074  0.7465  -3.1086
O  -1.4202  0.4931  -3.9114
H  -0.1329  4.1721  0.8107
H  -1.0588  3.6354  1.8227
O  -0.1252  3.5910  1.5751
H  -1.9172  -1.6785  -1.6800
H  -3.3019  -1.6910  -0.8270
O  -2.3422  -1.8352  -0.7921
H  1.5840  -3.6709  -1.1026
H  0.2524  -4.0558  -0.6599
O  0.8253  -3.2638  -0.6518

Output
SMILES: O=CCCC=O.O.O.O.O.O.O.O
Kohn-Sham gap, eV: 10.0

Arrangement B

8 unconnected molecules or ions with the total composition C4H20O9, computed with the ωB97M-V functional and the def2-TZVPD basis.

Geometry (Å):
O  -1.1341  -0.1037  -2.3475
C  -1.1378  -1.0510  -1.6951
C  -2.1700  -1.3333  -0.5682
C  -2.3341  -0.1695  0.2706
C  -3.2012  -0.4884  1.3933
O  -3.8608  0.2741  2.0228
H  -0.3396  -1.7088  -2.0757
H  -3.1073  -1.7293  -1.0173
H  -1.6207  -2.2678  -0.0518
H  -2.6999  0.7653  -0.2314
H  -1.2839  0.0043  0.9029
H  -3.1652  -1.5938  1.5935
H  0.2988  1.8517  -2.4250
H  0.7946  1.7711  -3.7517
O  0.9180  2.4050  -2.9516
H  2.8165  1.1389  1.2202
H  1.3307  0.7831  0.4527
O  2.2852  0.7020  0.4981
H  1.9360  3.1663  -0.9614
H  0.8967  4.1848  -1.3583
O  1.3428  3.7917  -0.5892
H  1.2350  -3.0495  1.4021
H  1.6945  -3.1339  -0.0341
O  1.1365  -3.5503  0.6177
H  3.6706  -1.3295  -0.5088
H  2.3458  -1.0063  0.1413
O  2.7904  -1.7185  -0.3991
H  -0.0242  2.4338  1.2855
H  0.2835  2.4863  -0.2416
O  -0.0014  1.9672  0.5231
H  2.8625  -1.7866  2.9588
H  1.6930  -1.2029  3.8161
O  1.9536  -1.4582  2.9358

Output
SMILES: O=CCCC=O.O.O.O.O.O.O.O
Kohn-Sham gap, eV: 9.7

Relative to the most stable structure, the computed energies are arrangement A 0.0; arrangement B 9.5, all in kcal/mol.